Here is C64H60AsCuN2P3SSiTe as an isolated structure from the Open Molecules 2025 dataset. Energies are from wB97M-V/def2-TZVPD.

E_HOMO (alpha / beta), eV: -6.8972 / -7.0104
2S+1: 2
E_tot, hartree: -8440.35305

```
134
Properties=species:S:1:pos:R:3:forces:R:3
Cu -1.836 0.590 -0.567 0.08 -0.06 0.48
C -4.700 5.249 -2.236 0.01 0.11 0.16
Si -4.611 3.995 -3.609 -0.06 -0.14 -0.04
C -6.084 4.258 -4.734 -0.17 0.03 -0.10
C -3.057 4.212 -4.611 0.26 0.07 -0.05
C -4.674 2.202 -3.031 0.18 -0.09 0.20
C -5.587 1.306 -3.570 -0.02 0.12 0.02
C -5.545 -0.051 -3.260 -0.05 -0.02 -0.04
C -4.556 -0.482 -2.406 0.18 0.11 0.06
N -3.672 0.346 -1.837 -0.41 -0.07 -0.43
C -3.723 1.663 -2.124 -0.26 -0.04 -0.19
S -2.507 2.609 -1.306 -0.13 0.29 -0.20
H -4.835 6.250 -2.661 0.00 -0.07 0.03
H -3.784 5.243 -1.643 -0.05 0.01 0.00
H -5.540 5.047 -1.566 0.03 0.03 -0.03
H -6.047 5.267 -5.157 -0.01 -0.07 0.03
H -7.034 4.159 -4.197 0.08 0.00 -0.05
H -6.090 3.551 -5.569 -0.01 0.07 0.03
H -2.961 5.241 -4.972 -0.01 -0.06 0.00
H -3.064 3.544 -5.478 0.01 0.04 0.03
H -2.175 3.980 -4.006 -0.06 0.01 -0.05
H -6.348 1.664 -4.256 0.04 -0.02 0.03
H -6.254 -0.750 -3.684 0.04 0.00 0.00
H -4.451 -1.533 -2.159 0.00 -0.02 0.03
Te -1.445 -1.752 3.086 0.16 -0.10 -0.03
C -2.068 -3.736 3.428 0.12 -0.01 -0.04
C -3.303 -4.006 3.996 -0.01 0.06 0.08
C -3.708 -5.329 4.107 0.08 -0.11 0.00
N -2.975 -6.366 3.703 0.07 0.14 -0.01
C -1.773 -6.091 3.191 -0.11 0.01 0.06
C -1.272 -4.807 3.039 -0.03 -0.02 0.09
C -0.449 -2.180 1.219 -0.15 0.78 0.11
P -1.599 -1.573 -0.056 0.40 -0.64 0.02
C -1.096 -2.125 -1.751 -0.07 -0.03 0.02
C -1.462 -3.337 -2.339 0.02 0.08 -0.01
C -1.132 -3.613 -3.660 0.01 0.02 0.03
C -0.430 -2.685 -4.416 0.01 0.02 0.00
C -0.053 -1.479 -3.845 -0.04 0.00 0.05
C -0.392 -1.202 -2.529 0.00 0.04 0.06
C -3.091 -2.557 0.326 0.03 -0.02 0.02
C -4.309 -1.913 0.526 0.05 0.00 -0.03
C -5.449 -2.644 0.831 0.04 -0.04 0.01
C -5.377 -4.026 0.949 0.02 0.05 -0.02
C -4.160 -4.675 0.793 0.01 -0.02 -0.09
C -3.022 -3.942 0.491 -0.05 -0.01 -0.08
P 1.261 -1.618 1.344 -0.08 -0.67 0.00
C 2.020 -2.085 -0.252 -0.02 0.12 -0.03
C 3.013 -1.250 -0.762 -0.07 0.07 -0.04
C 3.595 -1.512 -1.995 -0.02 -0.02 -0.01
C 3.185 -2.616 -2.730 -0.01 -0.02 0.05
C 2.207 -3.464 -2.225 0.04 -0.01 0.05
C 1.626 -3.200 -0.994 0.11 -0.04 0.04
C 2.021 -2.837 2.520 -0.32 -0.10 0.00
C 2.677 -3.993 2.102 -0.14 -0.02 0.00
C 3.156 -4.913 3.029 0.02 0.03 0.00
C 2.991 -4.688 4.389 0.00 0.03 -0.02
C 2.381 -3.517 4.818 -0.06 0.02 -0.07
C 1.916 -2.594 3.890 -0.11 -0.14 0.02
H -3.959 -3.209 4.326 -0.02 -0.04 -0.07
H -4.681 -5.566 4.526 0.03 0.01 0.00
H -1.179 -6.946 2.881 0.00 0.01 0.01
H -0.289 -4.646 2.613 0.00 -0.02 -0.01
H -2.014 -4.074 -1.779 -0.10 -0.04 0.05
H -1.434 -4.554 -4.102 0.00 0.01 0.02
H -0.184 -2.898 -5.449 0.00 -0.01 0.02
H 0.493 -0.745 -4.425 0.00 0.00 0.01
H -0.096 -0.251 -2.095 -0.01 0.00 0.01
H -4.353 -0.834 0.450 -0.03 0.03 -0.04
H -6.392 -2.134 0.983 0.01 0.01 -0.01
H -6.268 -4.597 1.179 0.01 0.00 0.02
H -4.092 -5.748 0.927 0.01 0.04 0.00
H -2.064 -4.445 0.422 -0.05 0.01 -0.07
H 3.333 -0.390 -0.183 -0.12 -0.14 -0.17
H 4.362 -0.852 -2.384 -0.02 0.00 0.02
H 3.625 -2.814 -3.700 0.00 -0.01 0.02
H 1.888 -4.326 -2.799 -0.01 0.02 0.01
H 0.852 -3.852 -0.603 0.04 0.01 -0.03
H 2.817 -4.190 1.048 -0.02 0.00 -0.04
H 3.656 -5.809 2.684 -0.01 0.01 0.00
H 3.350 -5.413 5.109 0.00 0.02 -0.01
H 2.274 -3.315 5.877 0.00 0.00 -0.02
H 1.475 -1.672 4.242 -0.04 0.01 -0.02
C 2.212 1.815 1.019 -0.25 -0.01 0.03
C 2.713 3.074 1.707 -0.16 -0.06 -0.14
As 4.650 3.016 2.082 -0.05 -0.02 0.06
C 5.306 2.951 0.243 0.09 0.09 -0.05
C 4.547 3.348 -0.855 0.05 0.01 -0.03
C 5.106 3.372 -2.129 0.02 -0.01 0.04
C 6.432 3.012 -2.318 -0.02 -0.01 0.03
C 7.202 2.628 -1.226 -0.04 0.00 0.01
C 6.643 2.604 0.043 -0.05 0.00 -0.07
C 4.707 1.106 2.511 0.17 -0.06 0.00
C 4.999 0.103 1.590 0.08 0.00 0.20
C 4.985 -1.234 1.974 0.08 0.08 0.13
C 4.673 -1.583 3.281 0.26 0.14 -0.01
C 4.363 -0.590 4.203 0.10 0.10 -0.08
C 4.387 0.746 3.820 0.03 -0.09 -0.05
P 0.438 1.751 0.415 0.43 0.36 0.11
C 0.631 3.128 -0.786 -0.11 -0.06 0.04
C 0.397 4.482 -0.573 0.00 0.06 0.04
C 0.595 5.402 -1.596 0.00 0.01 0.00
C 1.041 4.984 -2.841 -0.01 -0.05 0.03
C 1.313 3.638 -3.054 -0.01 -0.02 0.06
C 1.109 2.722 -2.034 -0.02 0.02 -0.09
C -0.422 2.359 1.920 0.13 -0.01 0.04
C -1.396 3.353 1.986 -0.06 -0.05 -0.05
C -1.948 3.721 3.208 0.02 -0.01 -0.02
C -1.563 3.085 4.379 -0.01 -0.01 -0.03
C -0.639 2.049 4.319 0.00 0.00 -0.04
C -0.075 1.695 3.103 0.04 0.03 -0.01
H 2.360 0.960 1.677 -0.02 -0.06 -0.06
H 2.794 1.621 0.115 0.03 -0.05 0.00
H 2.204 3.224 2.659 0.02 0.01 0.07
H 2.542 3.975 1.116 -0.08 0.03 -0.03
H 3.514 3.653 -0.737 0.00 -0.03 -0.03
H 4.496 3.678 -2.971 0.01 0.01 0.02
H 6.869 3.040 -3.309 -0.01 -0.01 0.02
H 8.242 2.355 -1.364 -0.02 0.00 0.01
H 7.252 2.310 0.891 0.02 0.00 0.00
H 5.237 0.363 0.565 0.05 0.01 0.03
H 5.206 -2.007 1.246 0.00 0.01 0.00
H 4.670 -2.624 3.581 0.00 0.09 -0.03
H 4.100 -0.857 5.220 0.03 0.01 -0.02
H 4.154 1.519 4.546 0.01 -0.01 0.03
H 0.058 4.833 0.393 -0.01 -0.02 -0.03
H 0.390 6.451 -1.418 0.01 -0.03 0.00
H 1.171 5.700 -3.643 0.01 0.00 0.02
H 1.665 3.299 -4.021 0.01 0.01 0.02
H 1.321 1.669 -2.209 -0.05 0.04 -0.01
H -1.755 3.831 1.084 0.05 0.00 0.01
H -2.686 4.513 3.239 0.00 -0.04 -0.01
H -1.985 3.388 5.329 -0.01 -0.03 -0.02
H -0.352 1.521 5.220 0.01 0.01 -0.01
H 0.659 0.894 3.072 -0.02 0.04 0.03
```
Forces are in eV/Å.